Density functional theory data (ωB97M-V/def2-TZVPD) for 2 unconnected molecules or ions with the total composition C9H14 at a distorted geometry.

Results
2S+1: 2
Max |F| in eV/Å: 1.60
Electronic energy in eV: -9550.8335
Frontier orbital gap (alpha / beta) in Eh: 0.3660 / 0.2253
HOMO level (alpha / beta) in eV: -14.550 / -14.575
Net charge: +1

XYZ file:
```
23
Properties=species:S:1:pos:R:3:forces:R:3
C 3.836177 -1.414217 0.552527 0.92 -0.67 0.10
C 2.445677 -1.565239 -0.035920 -0.59 0.54 0.38
H 4.535513 -2.111065 0.082713 -0.16 -0.11 -0.08
H 4.301737 -0.440592 0.370889 -0.37 0.02 0.14
H 3.908947 -1.666648 1.616452 -0.28 0.36 -0.12
H 1.904413 -0.617578 0.094102 0.07 0.20 -0.36
H 1.767620 -2.237972 0.495104 0.49 -0.46 -0.04
H 2.471404 -1.839718 -1.089327 -0.11 0.11 0.00
C -1.537624 -0.831116 -2.074907 0.31 0.11 -1.29
C -2.021701 1.018125 1.253382 0.09 -0.67 0.65
C -2.213465 0.100605 0.165257 0.29 0.34 -0.45
C -0.840717 1.713682 1.426953 0.60 0.50 -0.84
C -1.259563 -0.046338 -0.836181 -1.00 -0.75 0.66
C 0.164679 1.497825 0.501965 -0.56 -0.19 0.86
C -0.089663 0.655141 -0.645148 0.99 1.23 -0.28
H -2.750971 1.040685 2.054378 -0.24 0.14 -0.21
H -3.164170 -0.403331 0.081439 -0.11 -0.08 0.01
H -0.694041 2.450254 2.199893 -0.09 -0.21 0.34
H 1.144324 1.931604 0.689325 -0.11 -0.06 -0.40
H -0.646613 -0.866623 -2.711037 -0.06 0.06 0.16
H -2.292973 -0.308465 -2.677012 0.04 -0.10 0.20
H 0.639998 0.791799 -1.438492 -0.06 -0.53 -0.09
H -1.863591 -1.871358 -1.999656 -0.05 0.22 0.66
```
Positions in Å, forces in eV/Å.

Electronic structure analysis, Mulliken charges in units of e:
1 C -1.02
2 C -0.30
3 H 0.30
4 H 0.31
5 H 0.29
6 H -0.19
7 H 0.33
8 H 0.31
9 C -1.43
10 C -0.36
11 C -0.27
12 C -0.47
13 C 0.65
14 C -0.12
15 C -0.24
16 H 0.39
17 H 0.45
18 H 0.42
19 H 0.43
20 H 0.37
21 H 0.35
22 H 0.40
23 H 0.37

---

Density functional theory data (ωB97M-V/def2-TZVPD) for 2 unconnected molecules or ions with the total composition C9H14 at a distorted geometry.

Results
2S+1: 2
Max |F| in eV/Å: 2.77
Electronic energy in eV: -9550.7707
Frontier orbital gap (alpha / beta) in Eh: 0.3812 / 0.2499
HOMO level (alpha / beta) in eV: -14.786 / -14.942
Net charge: +1

XYZ file:
```
23
Properties=species:S:1:pos:R:3:forces:R:3
C -0.558832 -2.705311 0.301979 0.31 0.77 1.29
C -0.989646 -2.526554 1.794440 0.48 0.28 -0.61
H -1.384200 -2.720250 -0.402583 -0.16 -0.20 0.11
H 0.030984 -1.805186 0.083156 0.17 -0.38 -0.39
H 0.072206 -3.576641 0.199915 0.03 -0.20 -0.33
H -0.927341 -1.455607 2.022286 -0.92 -0.14 0.00
H -0.272375 -2.900298 2.525443 0.10 -0.58 -0.32
H -1.959460 -2.974731 1.993703 -0.05 0.31 0.19
C 0.843260 0.869838 -2.695419 -0.75 1.17 -0.94
C 0.435125 0.955637 -1.289235 0.41 -0.27 0.47
C -0.850562 1.279483 -0.836338 -0.69 0.57 1.22
C 1.451693 0.707150 -0.296082 1.11 -0.83 0.12
C -1.108589 1.380835 0.533440 -0.34 -0.83 -2.63
C 1.221305 0.669082 1.045565 -1.20 0.07 -1.05
C -0.144504 0.846029 1.397701 0.75 0.35 1.41
H 0.063565 1.139113 -3.411861 -0.40 -0.24 0.37
H 1.179596 -0.125806 -2.980851 0.62 0.09 0.17
H -1.673886 1.442920 -1.517558 0.17 0.16 -0.21
H 2.418840 0.346879 -0.648234 -0.10 0.42 -0.11
H -2.140254 1.626914 0.754159 0.24 -0.04 0.78
H 1.966864 0.353659 1.757212 -0.01 0.02 0.07
H -0.429818 0.494809 2.377583 -0.22 0.32 0.24
H 1.557432 1.696910 -2.881295 0.46 -0.82 0.14
```
Positions in Å, forces in eV/Å.

Electronic structure analysis, Mulliken charges in units of e:
1 C -0.43
2 C -0.53
3 H 0.28
4 H -0.09
5 H 0.32
6 H -0.08
7 H 0.31
8 H 0.32
9 C -1.40
10 C 0.76
11 C -0.39
12 C -0.08
13 C -0.56
14 C -0.52
15 C -0.27
16 H 0.41
17 H 0.35
18 H 0.42
19 H 0.40
20 H 0.38
21 H 0.41
22 H 0.65
23 H 0.36

---

Density functional theory data (ωB97M-V/def2-TZVPD) for 2 unconnected molecules or ions with the total composition C9H14 at a distorted geometry.

Results
2S+1: 2
Max |F| in eV/Å: 2.22
Electronic energy in eV: -9550.7731
Frontier orbital gap (alpha / beta) in Eh: 0.3726 / 0.2397
HOMO level (alpha / beta) in eV: -14.695 / -14.679
Net charge: +1

XYZ file:
```
23
Properties=species:S:1:pos:R:3:forces:R:3
C -2.270801 0.162875 0.504705 -0.07 1.58 1.56
C -2.498620 1.658091 0.832169 1.49 0.44 0.13
H -1.838296 -0.283636 1.406298 -0.64 -0.39 0.03
H -3.230397 -0.227346 0.204320 0.21 -0.86 -0.23
H -1.449875 0.086307 -0.177719 -0.14 -0.27 -1.12
H -1.505677 2.145318 0.860333 -0.23 0.11 -0.44
H -2.801661 1.883840 1.848458 -0.71 -0.45 0.11
H -3.134722 2.200447 0.132064 0.06 -0.17 0.01
C 1.637352 -2.410446 0.613471 0.30 0.43 0.23
C 1.995419 0.073382 0.443895 -1.11 -0.57 0.33
C 1.560739 -1.154381 -0.158580 0.11 0.10 0.26
C 1.475604 1.240247 -0.017284 0.01 0.18 -0.20
C 0.941360 -1.098554 -1.444826 0.79 1.12 -0.83
C 0.653604 1.278221 -1.197743 0.80 -0.12 0.89
C 0.567088 0.112966 -1.970675 -1.16 -0.67 0.35
H 2.432624 -0.011710 1.432880 0.33 0.26 -0.23
H 1.616882 2.148379 0.542343 0.05 0.21 0.08
H 1.999806 -3.211350 -0.027481 -0.24 -0.31 0.10
H 0.650104 -2.638641 1.044735 -0.02 -0.18 -0.46
H 0.858536 -1.917561 -2.136810 -0.22 -0.74 0.49
H 0.122455 2.203315 -1.376414 -0.02 -0.10 -0.48
H -0.055163 0.043502 -2.845494 0.19 0.49 -0.48
H 2.273642 -2.283263 1.487355 0.22 -0.09 -0.12
```
Positions in Å, forces in eV/Å.

Electronic structure analysis, Mulliken charges in units of e:
1 C -0.22
2 C -0.90
3 H 0.22
4 H 0.37
5 H -0.21
6 H 0.17
7 H 0.35
8 H 0.29
9 C -1.26
10 C -0.54
11 C 0.88
12 C -0.09
13 C -0.27
14 C -0.46
15 C -0.46
16 H 0.36
17 H 0.43
18 H 0.36
19 H 0.31
20 H 0.41
21 H 0.46
22 H 0.38
23 H 0.42

---

Density functional theory data (ωB97M-V/def2-TZVPD) for 2 unconnected molecules or ions with the total composition C9H14 at a distorted geometry.

Results
2S+1: 2
Max |F| in eV/Å: 2.21
Electronic energy in eV: -9550.5543
Frontier orbital gap (alpha / beta) in Eh: 0.3625 / 0.2268
HOMO level (alpha / beta) in eV: -14.285 / -14.289
Net charge: +1

XYZ file:
```
23
Properties=species:S:1:pos:R:3:forces:R:3
C 1.372543 3.008362 -0.914750 1.39 -0.77 -0.21
C 1.400306 3.181845 0.596094 -0.01 -0.39 -0.01
H 2.355955 3.328851 -1.280726 -0.52 0.45 -0.42
H 1.349691 1.962170 -1.241842 -0.11 -0.13 0.36
H 0.545216 3.470292 -1.426488 -0.12 0.55 -0.04
H 2.405995 3.041548 1.019572 -0.30 -0.26 -0.24
H 1.141409 4.201261 0.855142 -0.38 0.06 0.22
H 0.716815 2.450223 1.045190 0.03 0.45 0.35
C -0.575974 -0.900177 2.145751 0.75 0.87 -1.03
C -2.137794 -2.037795 -1.036740 0.58 -0.31 0.31
C -1.963133 -1.391146 0.164186 0.06 -0.78 -2.07
C -0.986716 -2.497816 -1.682036 -0.05 -0.35 -1.83
C -0.656276 -1.533124 0.805019 -1.07 1.49 1.05
C 0.328544 -2.363904 -1.211977 0.59 0.96 1.87
C 0.492154 -1.982750 0.106807 -0.55 -0.49 -0.83
H -3.065776 -2.156607 -1.582277 -0.12 0.39 0.31
H -2.799197 -0.728387 0.369773 0.38 -0.11 1.37
H -1.082792 -2.855288 -2.711177 -0.13 -0.02 0.32
H 1.194446 -2.401868 -1.851104 -0.01 -0.66 -0.23
H -0.082985 0.079759 1.914800 -0.11 -0.22 -0.02
H 0.156248 -1.333175 2.831479 -0.56 -0.26 0.18
H 1.452282 -1.960192 0.602095 0.05 0.07 -0.04
H -1.560960 -0.582085 2.483210 0.20 -0.55 0.61
```
Positions in Å, forces in eV/Å.

Electronic structure analysis, Mulliken charges in units of e:
1 C -0.81
2 C -0.57
3 H 0.28
4 H 0.21
5 H 0.31
6 H 0.28
7 H 0.29
8 H 0.02
9 C -1.05
10 C -0.59
11 C -0.28
12 C -0.13
13 C 0.89
14 C -0.43
15 C -0.33
16 H 0.40
17 H 0.35
18 H 0.35
19 H 0.43
20 H 0.20
21 H 0.40
22 H 0.42
23 H 0.35

---

Density functional theory data (ωB97M-V/def2-TZVPD) for 2 unconnected molecules or ions with the total composition C9H14 at a distorted geometry.

Results
2S+1: 2
Max |F| in eV/Å: 5.92
Electronic energy in eV: -9549.6432
Frontier orbital gap (alpha / beta) in Eh: 0.3623 / 0.2132
HOMO level (alpha / beta) in eV: -14.364 / -14.364
Net charge: +1

XYZ file:
```
23
Properties=species:S:1:pos:R:3:forces:R:3
C 0.051848 2.715994 0.239190 -1.56 1.25 3.10
C -1.728743 1.206039 1.397780 -0.65 -0.69 0.37
C -0.957012 1.549067 0.295942 1.92 1.14 -0.80
C -2.482266 0.023153 1.418059 -0.81 1.42 1.93
C -2.530347 -0.764530 0.283600 -0.59 -2.94 -1.60
C -0.968337 0.693946 -0.869485 -3.69 -2.66 3.80
C -1.770122 -0.497569 -0.813415 1.97 1.54 -1.55
H -1.757012 1.816387 2.270915 0.26 0.48 0.41
H -3.159832 -0.354128 2.270479 1.51 1.16 -1.07
H -0.436563 3.697563 -0.130824 0.69 -1.64 0.21
H 1.024017 2.544237 -0.207262 -0.27 -0.37 -0.65
H -3.168598 -1.679218 0.325191 0.57 0.86 -0.26
H -0.546956 0.885786 -1.757272 1.97 1.14 -2.88
H -1.628423 -1.047501 -1.746862 -0.90 -0.56 0.63
H 0.296471 2.952811 1.344877 -0.37 -0.18 -1.65
C 2.245131 -1.379650 -1.235359 -1.92 -2.51 1.33
C 2.689231 -2.176489 0.078751 0.12 2.97 -0.28
H 2.002319 -0.423941 -0.954540 -0.18 2.78 1.04
H 3.009943 -1.244994 -1.978918 -0.03 -0.74 -0.62
H 1.175537 -1.688258 -1.559117 2.07 -0.27 -0.25
H 3.749342 -2.129849 0.126504 1.21 -0.87 -0.54
H 2.583743 -1.538815 1.000077 -1.07 -0.67 -0.70
H 2.306630 -3.160044 0.201689 -0.25 -0.66 0.03
```
Positions in Å, forces in eV/Å.

Electronic structure analysis, Mulliken charges in units of e:
1 C -1.21
2 C -0.48
3 C 0.73
4 C -0.22
5 C -0.29
6 C -0.33
7 C -0.41
8 H 0.46
9 H 0.34
10 H 0.32
11 H 0.36
12 H 0.36
13 H 0.61
14 H 0.38
15 H 0.35
16 C -0.43
17 C -0.92
18 H 0.00
19 H 0.37
20 H 0.12
21 H 0.31
22 H 0.26
23 H 0.31